{"formula": "C12H6N4S3SbSeW", "method": "the ωB97M-V functional and the def2-TZVPD basis", "energy_ha": -4581.495041, "charge": 4, "fmax_ev_per_a": 4.5, "homo_energy_ev": [-21.687, -21.691], "s2": 0.778, "lumo_energy_ev": [-16.8, -16.8], "relative_energy_kcal_mol": 82.3, "spin_multiplicity": 2, "symbols": ["W", "Se", "N", "C", "C", "C", "C", "C", "N", "C", "C", "N", "C", "C", "C", "C", "C", "N", "H", "H", "H", "H", "H", "H", "S", "Sb", "S", "S"], "xyz": [[-1.85, -1.85, 0.23], [3.69, 3.69, -0.08], [3.76, 1.94, -0.08], [2.54, 1.49, -0.09], [2.18, 0.09, -0.09], [3.13, -0.94, -0.09], [2.67, -2.25, -0.08], [1.31, -2.49, -0.07], [0.38, -1.51, -0.06], [0.81, -0.22, -0.08], [-0.22, 0.81, -0.08], [-1.51, 0.38, -0.06], [-2.49, 1.31, -0.07], [-2.25, 2.67, -0.08], [-0.94, 3.13, -0.09], [0.09, 2.18, -0.09], [1.49, 2.54, -0.09], [1.94, 3.76, -0.08], [4.18, -0.70, -0.09], [3.37, -3.08, -0.08], [0.95, -3.51, -0.08], [-3.51, 0.95, -0.08], [-3.08, 3.37, -0.08], [-0.70, 4.18, -0.09], [-5.36, -5.36, 1.84], [-4.70, -4.70, -0.17], [-4.11, -1.75, -0.02], [-1.75, -4.11, -0.02]]}